# 1
53
Properties=species:S:1:pos:R:3:forces:R:3 method="wB97M-V/def2-TZVPD" multiplicity=2 e_homo_ev="-7.01 / -9.03"
H 3.31565 -2.00798 2.93611 -0.28 0.19 -0.07
C 3.05494 -1.03592 2.51289 -0.25 -0.15 0.42
C 2.07832 -0.27869 3.08978 0.39 -0.52 0.02
C 1.77491 1.03955 2.68732 0.08 0.21 0.09
H 2.52327 1.62246 2.13339 -0.44 -0.28 0.12
C 0.52437 1.62934 2.94760 -0.01 0.21 0.10
C 0.20511 2.87618 2.51046 -0.09 0.22 -0.06
C -1.18852 3.42234 2.47342 0.00 -0.09 0.45
C -1.66341 3.74034 1.07238 -0.07 -0.58 -0.30
C -1.64790 2.83391 0.09210 0.17 0.31 0.38
C -2.09843 3.11815 -1.31593 -0.18 0.04 -0.51
C -2.05272 1.90713 -2.22106 -0.17 0.22 0.35
C -3.07859 1.08044 -2.39337 0.26 -0.02 -0.14
C -3.00248 -0.16372 -3.23026 -0.12 -0.16 -0.06
C -3.86181 -1.29355 -2.65698 0.14 -0.03 -0.07
C -3.79329 -2.55982 -3.50234 0.00 0.06 0.05
C -4.66480 -3.68158 -2.95136 0.09 0.07 -0.08
C -4.60075 -4.94206 -3.80403 -0.10 -0.06 0.10
C 3.80872 -0.61720 1.29591 0.48 0.19 -0.06
C 5.15827 0.04963 1.62627 0.10 0.36 -0.12
C 6.12176 -0.89629 2.34615 0.08 -0.36 -0.19
C 7.35821 -0.20220 2.82194 0.22 -0.03 -0.17
O 8.41538 0.00502 2.21678 -1.19 -0.60 -0.40
O 7.34843 0.26926 4.07622 2.81 0.53 -1.72
H 1.47491 -0.70433 3.90149 0.22 0.08 -0.31
H -0.22275 1.03147 3.49263 0.21 0.21 -0.42
H 0.99167 3.51976 2.10811 -0.15 -0.28 -0.12
H -1.83892 2.65409 2.92635 0.00 0.49 -0.01
H -1.24408 4.34940 3.05890 -0.08 -0.25 0.11
H -2.06586 4.74223 0.90480 0.15 -0.22 -0.11
H -1.28359 1.81969 0.29269 -0.02 0.32 0.02
H -3.13000 3.50727 -1.29318 0.35 0.01 -0.06
H -1.44010 3.88577 -1.75242 -0.33 -0.03 0.16
H -1.09697 1.72749 -2.72389 -0.26 -0.18 0.15
H -4.04341 1.27268 -1.90571 0.33 0.08 -0.11
H -3.35117 0.04871 -4.25437 0.09 -0.04 0.19
H -1.95433 -0.49572 -3.30285 -0.28 0.11 -0.07
H -3.53184 -1.52574 -1.63439 -0.07 0.08 -0.11
H -4.90519 -0.95530 -2.58832 0.12 -0.04 0.03
H -4.10263 -2.32448 -4.53085 0.06 -0.06 0.10
H -2.74898 -2.90000 -3.55306 -0.13 0.03 -0.05
H -4.34306 -3.90838 -1.92742 -0.08 0.01 -0.08
H -5.70087 -3.32655 -2.88896 0.08 -0.06 0.03
H -5.24438 -5.71565 -3.37980 0.06 -0.05 -0.11
H -4.93662 -4.74373 -4.82677 0.05 -0.03 0.09
H -3.58056 -5.33613 -3.84914 -0.10 0.04 -0.02
H 4.00615 -1.50120 0.66939 -0.13 0.26 0.03
H 3.21857 0.10723 0.72078 0.09 -0.32 -0.03
H 5.63952 0.38583 0.69607 -0.14 0.01 0.23
H 4.97996 0.93667 2.25240 0.02 -0.19 -0.15
H 5.63092 -1.35335 3.21173 0.12 0.09 -0.13
H 6.42787 -1.68005 1.64350 -0.04 0.05 0.19
H 8.36108 0.56755 3.76892 -2.06 0.11 2.40

=====

# 2
60
Properties=species:S:1:pos:R:3:forces:R:3 method="wB97M-V/def2-TZVPD" e_homo_ev=-11.49
C 6.80073 0.07459 -1.33296 0.90 0.17 -0.27
C 6.46591 0.85950 -0.12433 -0.53 0.26 0.39
N 6.27373 1.47707 0.83908 0.21 -0.84 -1.35
H 7.88911 0.01545 -1.33808 0.13 -0.32 0.18
H 6.61272 0.53619 -2.30233 -0.57 0.56 0.38
H 6.40694 -0.93757 -1.42545 -0.21 0.16 0.68
C 1.69497 0.53392 1.02516 0.06 0.42 -0.46
C 0.32006 1.06929 0.89175 -1.94 0.51 0.39
N -0.77369 1.48961 0.85589 2.63 -0.97 -0.06
H 1.82374 -0.42764 0.52824 -0.32 -0.03 0.14
H 2.03808 0.46769 2.05763 -0.41 -0.04 0.02
H 2.38766 1.21292 0.52792 -0.07 0.12 -0.06
C -2.04453 4.58662 4.15631 0.60 0.47 0.61
C -0.62499 4.42742 4.47036 2.93 -0.97 0.05
N 0.50901 4.25507 4.70900 -2.76 0.53 -0.49
H -2.21518 4.75843 3.09355 0.06 -0.20 0.12
H -2.28865 5.48914 4.71662 -0.67 -0.03 -0.11
H -2.58331 3.72468 4.54986 -0.13 0.16 -0.19
C 3.29565 -3.22376 4.18389 -0.13 0.32 0.88
C 3.77237 -3.03134 2.82917 -0.08 0.11 -0.26
N 4.17279 -2.90330 1.76077 -0.06 0.03 0.09
H 3.12909 -2.29189 4.72423 0.18 0.34 -0.39
H 4.06624 -3.72831 4.76675 -0.21 -0.36 -0.10
H 2.32404 -3.71445 4.24135 0.27 -0.40 -0.27
C -1.68847 -6.04817 1.16591 0.39 1.14 -0.17
C -1.29819 -4.63744 1.39456 -1.48 -5.19 -0.29
N -1.04897 -3.55853 1.50234 1.21 4.81 0.57
H -2.13925 -6.00789 0.17431 0.01 -0.57 -0.01
H -2.41116 -6.39611 1.90397 0.18 0.07 -0.04
H -0.76991 -6.63497 1.16942 -0.29 -0.22 -0.09
C 0.81967 -2.96389 -3.60939 0.01 -0.60 0.13
C 0.23539 -4.29839 -3.35520 0.14 1.46 -0.04
N -0.11540 -5.37521 -3.21289 -0.35 -0.73 0.19
H 0.58092 -2.66686 -4.63061 0.35 -0.08 0.00
H 1.88036 -3.13793 -3.42843 0.16 0.43 -0.44
H 0.51295 -2.14248 -2.96186 -0.35 -0.45 0.22
C -2.68262 4.29257 -3.28563 1.16 0.38 -0.95
C -1.80197 4.14775 -4.54059 0.72 -0.90 -1.27
N -1.12403 3.99493 -5.49542 -2.14 0.65 3.15
H -2.41444 3.61889 -2.47179 0.33 -0.27 -0.41
H -3.75154 4.17718 -3.46508 0.23 0.05 -0.45
H -2.47927 5.29398 -2.90624 -0.23 0.08 -0.04
C 2.61385 3.84169 -3.68492 0.43 0.73 -0.39
C 2.74283 2.45892 -3.40556 -0.23 -4.76 0.37
N 2.85469 1.31270 -3.18269 -0.18 2.84 -0.43
H 2.27493 4.06851 -4.69576 -0.30 -0.32 0.09
H 3.66145 4.14197 -3.66341 -0.16 0.98 0.45
H 1.93880 4.26548 -2.94142 0.42 0.48 -0.07
C -4.85044 -0.54761 3.22830 -1.17 0.38 0.41
C -5.22314 -1.57605 4.19417 -0.54 -3.73 3.30
N -5.50638 -2.43606 4.96940 1.07 3.58 -3.20
H -4.82527 0.41945 3.73054 0.63 -0.06 0.18
H -5.76117 -0.42315 2.64248 0.29 -0.19 -0.77
H -3.94772 -0.76856 2.65875 -0.23 0.01 0.07
C -4.58796 -0.05597 -1.65956 1.25 -0.22 -0.58
C -3.72689 -0.52620 -2.86305 -0.85 0.59 0.73
N -3.07442 -0.82989 -3.77214 -0.84 0.33 1.25
H -4.48864 1.01156 -1.46302 0.20 0.11 -0.64
H -4.19308 -0.47620 -0.73459 0.05 -0.47 -0.22
H -5.65804 -0.25737 -1.70931 0.26 -0.36 -0.51

=====

Relative energy (zero: lowest compared OMol25 entry of this formula, charge and spin) per entry: 83.3, 213.0 kJ/mol
Strongest force on any atom per entry: 3.3, 5.4 eV/A